w:
The following is a DFT calculation (the ωB97M-V functional and the def2-TZVPD basis) of C14H20N2O3 in the gas phase.

Geometry (Å):
C  0.80078  -1.52470  2.05262
C  1.47008  -1.62781  0.58808
C  2.68588  -2.49702  0.56779
C  0.51335  -2.19885  -0.46578
N  1.19010  -2.46354  -1.74297
C  -0.53428  -1.19818  -0.78365
O  -0.79238  -0.88509  -1.98111
N  -1.39525  -0.88923  0.25914
C  -2.21723  0.24536  0.31222
C  -1.84683  1.48449  -0.48824
C  -0.43842  2.01227  -0.36705
C  -0.14932  3.03864  0.57720
C  1.06087  3.67890  0.68452
C  2.10437  3.23308  -0.13724
C  1.91524  2.24892  -1.11747
C  0.62966  1.61279  -1.16925
C  -3.69701  -0.22840  0.01461
O  -4.32003  -1.22885  0.40638
O  -4.45234  0.80676  -0.37937
H  0.35811  -0.48807  2.09494
H  1.60249  -1.68001  2.82432
H  0.13855  -2.40253  2.06485
H  1.83031  -0.67213  0.19749
H  3.35454  -2.34282  -0.25813
H  2.34011  -3.59872  0.59851
H  3.35854  -2.27430  1.44023
H  0.01831  -3.13702  0.01365
H  0.46251  -2.95103  -2.33382
H  1.18328  -1.53066  -2.27279
H  -1.65272  -1.56609  0.93326
H  -2.21343  0.38551  1.41423
H  -2.03351  1.28328  -1.64577
H  -2.63482  2.24863  -0.16821
H  -0.88858  3.36125  1.25527
H  1.13976  4.60898  1.26909
H  3.00229  3.84684  -0.17276
H  2.75747  1.90080  -1.80266
H  0.68312  0.95151  -2.02363
H  -5.33352  0.43706  -0.25850

Calculated values
Orbital gap ... 9.783 eV
SMILES string ... CC(C)[C@H](N)C(=O)N[C@@H](Cc1ccccc1)C(=O)O

Here are the Löwdin charges for atoms 1 to 8, given in e:
1 C -0.04
2 C -0.39
3 C -0.11
4 C -0.34
5 N 0.04
6 C -0.39
7 O 0.02
8 N 0.08

x:
The following is a DFT calculation (the ωB97M-V functional and the def2-TZVPD basis) of C14H20N2O3 in the gas phase.

Geometry (Å):
C  1.55837  2.07458  1.37515
C  2.88563  1.68834  0.72931
C  2.77576  0.94767  -0.61438
C  1.74279  1.57174  -1.54616
C  2.48266  -0.56501  -0.44572
N  1.23531  -0.84328  0.22567
C  0.21345  -1.43814  -0.47816
O  0.20722  -1.51477  -1.68981
N  -0.79236  -1.91721  0.31205
C  -2.07964  -2.26632  -0.25837
C  -3.07102  -1.14014  -0.11074
C  -4.18673  -1.26273  0.70490
C  -5.06571  -0.20319  0.85450
C  -4.83058  0.99140  0.19673
C  -3.71617  1.12265  -0.61598
C  -2.84217  0.06256  -0.76984
C  3.61009  -1.24111  0.30528
O  3.48322  -1.78732  1.37128
O  4.77718  -1.16199  -0.33358
H  1.04397  2.82557  0.78227
H  0.90643  1.21357  1.48134
H  1.74258  2.49282  2.36258
H  3.45448  1.06798  1.42633
H  3.46318  2.60154  0.56453
H  3.75717  1.00134  -1.09864
H  1.79358  1.10610  -2.52688
H  1.92975  2.63734  -1.65545
H  0.73952  1.42546  -1.15801
H  2.42056  -1.00124  -1.45249
H  1.34784  -1.09113  1.20012
H  -0.79112  -1.66984  1.28942
H  -2.44876  -3.17357  0.22875
H  -1.89352  -2.47322  -1.31583
H  -4.37291  -2.19417  1.22129
H  -5.93411  -0.31057  1.48802
H  -5.51507  1.81841  0.31538
H  -3.53116  2.05255  -1.13347
H  -1.97581  0.15558  -1.40820
H  5.47606  -1.60225  0.17682

Calculated values
Orbital gap ... 9.762 eV
SMILES string ... CC[C@H](C)[C@H](NC(=O)NCc1ccccc1)C(=O)O

Here are the Löwdin charges for atoms 1 to 8, given in e:
1 C -0.10
2 C -0.20
3 C -0.32
4 C -0.06
5 C -0.21
6 N 0.11
7 C -0.56
8 O 0.06

Result of the stability comparison: w is the least stable of them.